1.
A structure of composition C35H37AsN4O2S4Zr, computed with the ωB97M-V functional and the def2-TZVPD basis.

XYZ file:
```
84
Properties=species:S:1:pos:R:3:forces:R:3:mulliken_charge:R:1
Zr -1.209 -0.002 2.435 0.211 -0.154 -0.970 0.561
C -2.894 -1.627 5.086 0.498 -0.372 0.880 -1.032
O -1.839 -1.636 4.131 0.720 0.335 -0.397 -0.160
C -1.054 -2.790 4.071 -0.188 -0.864 0.482 1.098
C -1.455 -4.008 4.619 0.220 0.185 -0.288 -0.612
C -0.642 -5.131 4.474 -0.120 0.012 0.332 -0.724
C 0.594 -5.007 3.857 0.052 -0.307 0.155 -0.753
C 1.013 -3.787 3.360 0.185 1.010 -0.365 -0.416
C 0.181 -2.631 3.422 -0.189 -0.637 0.140 -0.074
N 0.389 -1.381 2.892 -0.261 -0.070 -0.049 0.484
N 1.608 -1.198 2.288 0.285 0.230 0.254 -1.149
C 1.768 0.007 1.812 0.635 -0.444 -0.482 -0.342
C 0.838 1.110 1.917 -0.740 0.871 0.322 1.256
O 0.034 1.359 3.063 0.396 -0.149 0.016 -0.895
C 1.090 2.338 1.174 0.622 -0.962 0.216 -0.938
C 2.160 2.466 0.365 -0.632 0.453 -0.131 -1.387
C 3.097 1.390 0.181 0.296 -0.364 0.089 1.299
C 4.185 1.535 -0.699 0.058 0.088 -0.046 -0.784
C 5.093 0.517 -0.869 0.541 0.309 -0.483 -0.685
C 4.917 -0.668 -0.185 0.346 -0.589 -0.127 -0.653
C 3.858 -0.850 0.661 -0.752 0.065 0.458 -0.349
C 2.936 0.179 0.897 -0.152 0.471 -0.272 1.101
H -2.547 -2.107 6.010 0.005 0.044 -0.216 0.553
H -3.131 -0.605 5.339 -0.170 0.134 -0.187 0.287
H -3.741 -2.158 4.698 -0.565 -0.118 -0.180 0.350
H -2.374 -4.120 5.176 -0.102 0.154 -0.160 0.432
H -0.971 -6.074 4.912 0.148 0.218 -0.188 0.370
H 1.256 -5.876 3.794 -0.220 0.362 -0.037 0.389
H 2.007 -3.687 2.924 -0.319 0.072 0.023 0.422
H 0.448 3.183 1.369 -0.204 0.031 0.019 0.589
H 2.320 3.407 -0.156 0.108 -0.112 0.004 0.386
H 4.331 2.453 -1.261 -0.214 0.048 0.156 0.383
H 5.949 0.607 -1.550 -0.443 0.141 0.279 0.345
H 5.607 -1.479 -0.355 0.143 -0.176 0.030 0.374
H 3.688 -1.803 1.137 0.053 -0.069 0.176 0.467
S -4.391 3.032 3.478 0.286 -0.664 0.352 -0.196
As -6.122 2.464 4.811 -0.319 -0.204 0.379 0.294
S -3.944 -0.057 2.414 0.212 -0.235 -0.294 -0.271
S -3.303 1.270 3.806 0.151 0.609 -0.110 -0.098
S -5.754 0.695 5.752 -0.202 0.646 -0.352 -0.223
C -0.802 4.559 -3.381 -0.471 -0.822 -0.414 -1.602
C -2.172 3.931 -3.006 0.121 0.051 0.749 1.939
C -3.196 5.050 -2.761 0.584 0.185 -0.135 -2.098
C -2.745 3.076 -4.136 0.305 -0.161 -0.444 -1.675
C -1.939 3.054 -1.747 -0.333 0.133 -0.350 0.374
C -2.373 3.413 -0.464 0.224 -0.232 -0.550 -0.836
C -2.174 2.532 0.589 -0.367 0.339 0.007 -0.456
N -1.594 1.344 0.483 0.284 0.243 -0.778 0.474
C -1.111 1.023 -0.749 -0.706 0.395 0.793 -0.855
C -1.290 1.821 -1.868 0.039 0.244 0.665 -0.249
C -0.454 -0.267 -0.790 0.065 -0.714 0.417 0.782
C 0.381 -0.621 -1.845 -0.153 -0.163 0.615 -0.560
C 1.051 -1.840 -1.800 -0.243 -0.809 -0.109 0.746
C 0.723 -2.695 -0.736 0.594 0.517 -0.579 -0.708
C -0.147 -2.281 0.243 -0.476 0.515 0.425 -1.024
N -0.712 -1.058 0.300 0.617 -0.236 -1.299 -0.214
C 1.975 -2.266 -2.955 0.012 0.220 0.757 2.092
C 2.935 -3.406 -2.531 -0.234 0.485 -0.100 -1.736
C 2.800 -1.024 -3.359 -0.187 -0.303 -0.259 -1.646
C 1.071 -2.743 -4.108 0.614 -0.035 -0.140 -1.746
H -0.878 5.132 -4.297 -0.127 0.125 -0.274 0.448
H -0.034 3.793 -3.536 -0.135 0.036 0.052 0.322
H -0.461 5.221 -2.613 0.198 0.384 0.604 0.393
H -3.264 5.632 -3.682 -0.128 0.004 -0.014 0.476
H -2.886 5.752 -1.988 -0.005 -0.072 0.131 0.396
H -4.180 4.656 -2.532 -0.170 -0.083 0.121 0.423
H -3.004 3.705 -4.998 0.263 -0.107 0.136 0.455
H -3.666 2.573 -3.850 -0.052 -0.036 0.249 0.374
H -2.038 2.306 -4.459 -0.104 0.130 -0.094 0.327
H -2.892 4.348 -0.283 0.096 -0.155 0.013 0.376
H -2.532 2.787 1.571 -0.045 0.116 0.180 0.126
H -0.885 1.446 -2.795 -0.198 0.247 -0.164 0.338
H 0.539 0.079 -2.660 0.017 -0.171 0.254 0.219
H 1.229 -3.640 -0.609 -0.199 -0.119 -0.072 0.372
H -0.419 -2.946 1.044 0.158 -0.146 0.175 0.784
H 3.580 -3.079 -1.705 -0.043 -0.054 -0.233 0.312
H 3.542 -3.664 -3.403 0.107 -0.020 0.161 0.444
H 2.412 -4.312 -2.215 -0.046 0.110 -0.106 0.404
H 3.231 -0.516 -2.502 0.057 -0.070 0.208 0.286
H 2.192 -0.295 -3.895 -0.047 -0.014 -0.073 0.383
H 3.609 -1.313 -4.023 0.141 -0.075 -0.152 0.480
H 0.622 -3.706 -3.859 -0.163 0.114 -0.003 0.384
H 1.663 -2.881 -5.025 -0.097 0.041 0.240 0.445
H 0.299 -2.005 -4.316 -0.146 -0.034 -0.038 0.327
```
Positions in Å, forces in eV/Å.

Properties
- Relative energy (zero: lowest compared OMol25 entry of this formula, charge and spin): 2.351 eV
- E_HOMO (spin up / spin down): -5.8 / -5.8 eV
- Charge: 0

=====

2.
A cluster of 10 separate species, C30H84N4O17 in total, computed with the ωB97M-V functional and the def2-TZVPD basis.

XYZ file:
```
135
Properties=species:S:1:pos:R:3:forces:R:3:mulliken_charge:R:1
C 0.806 7.493 -7.733 -0.120 -0.490 -0.797 -0.732
O -0.517 7.381 -8.224 -0.160 -0.084 0.171 -0.393
C -1.033 8.607 -8.699 0.464 0.013 0.455 -0.244
C -2.451 8.383 -9.146 -1.318 -0.135 -0.796 0.303
C -2.571 7.396 -10.317 1.127 0.068 0.929 -1.383
N -3.084 9.630 -9.614 0.260 0.829 0.576 -0.366
H 1.129 6.469 -7.559 0.129 0.047 0.146 0.274
H 0.907 8.071 -6.811 -0.221 0.169 -0.005 0.281
H 1.424 7.917 -8.530 0.265 0.141 0.212 0.293
H -0.986 9.308 -7.851 -0.165 0.331 -0.266 0.444
H -0.407 8.990 -9.516 -0.077 0.034 -0.027 -0.023
H -3.014 7.978 -8.295 0.192 -0.146 0.043 0.186
H -3.615 7.263 -10.584 0.012 -0.271 -0.079 0.411
H -2.071 6.484 -9.981 -0.500 -0.273 -0.269 0.411
H -1.988 7.751 -11.168 -0.196 0.176 -0.114 0.137
H -3.106 10.321 -8.862 0.229 -0.074 -0.102 0.240
H -4.067 9.482 -9.813 0.067 -0.347 -0.153 0.207
C -7.025 9.141 -13.515 -0.259 -0.187 -0.694 -0.445
O -7.357 10.443 -13.111 0.135 0.442 0.195 -0.411
C -6.276 11.117 -12.478 -0.332 -0.566 -0.241 0.150
C -6.778 12.406 -11.842 0.835 -0.348 0.381 0.293
C -7.288 13.397 -12.887 0.121 -0.574 0.518 -1.170
N -5.649 13.015 -11.108 0.090 0.386 0.492 -0.547
H -7.763 8.847 -14.264 -0.152 -0.101 0.244 0.311
H -7.039 8.428 -12.686 0.099 0.039 0.060 0.293
H -6.069 9.082 -14.047 0.225 0.166 0.255 -0.019
H -5.843 10.435 -11.731 0.036 0.189 0.211 0.174
H -5.494 11.294 -13.228 0.090 0.296 0.061 -0.300
H -7.487 12.154 -11.045 -0.679 -0.180 -0.736 0.431
H -7.958 12.871 -13.565 -0.246 0.280 0.061 0.380
H -6.435 13.768 -13.453 0.055 0.021 -0.050 0.039
H -7.761 14.238 -12.381 -0.210 0.037 -0.246 0.384
H -6.078 13.624 -10.415 0.272 0.197 -0.105 0.295
H -5.141 12.336 -10.544 -0.134 -0.184 -0.210 0.039
C -2.011 17.941 -10.220 -0.117 0.241 -0.639 -0.775
O -2.328 17.422 -11.500 0.178 -0.006 -0.121 -0.370
C -2.508 16.032 -11.507 -0.036 -0.603 -0.561 -0.772
C -3.163 15.608 -12.819 -1.322 -0.182 -0.375 1.351
C -4.475 16.356 -13.057 0.170 0.952 0.104 -1.660
N -3.458 14.152 -12.814 0.657 0.329 0.796 0.549
H -1.233 17.348 -9.735 -0.145 -0.030 0.192 0.307
H -2.935 18.019 -9.637 0.214 -0.175 0.331 0.305
H -1.630 18.946 -10.397 0.010 -0.018 0.136 0.274
H -1.553 15.496 -11.462 0.125 0.087 0.380 0.301
H -3.149 15.712 -10.675 -0.021 -0.013 0.122 0.432
H -2.494 15.797 -13.661 0.146 0.162 0.118 -0.222
H -4.827 16.251 -14.084 -0.029 -0.157 -0.008 0.303
H -4.348 17.427 -12.874 0.064 -0.065 -0.150 0.428
H -5.271 16.038 -12.380 0.080 -0.285 0.039 0.291
H -4.066 13.940 -12.008 0.139 -0.034 -0.499 -0.124
H -4.011 13.913 -13.629 0.044 -0.040 -0.153 -0.570
C 7.789 13.331 -14.345 0.828 0.358 -0.732 -0.774
O 6.501 12.800 -14.273 -0.055 -0.028 0.359 -0.270
C 6.120 12.104 -15.440 -0.593 -0.192 0.364 -0.800
C 4.677 11.639 -15.255 0.706 -0.331 -0.505 -0.440
N 3.737 12.739 -15.438 0.776 -0.564 0.204 -0.404
C 2.377 12.276 -15.339 -0.659 1.189 -0.158 -0.871
C 1.373 13.385 -15.574 -0.520 -0.289 0.144 -0.089
O 1.405 14.348 -14.548 0.451 0.164 0.054 -0.314
C 0.614 15.477 -14.863 0.037 -0.177 0.339 -0.575
H 8.565 12.602 -14.622 -0.262 -0.336 0.141 0.297
H 8.100 13.772 -13.401 -0.380 -0.015 0.126 0.247
H 7.859 14.096 -15.132 -0.139 0.138 0.133 0.315
H 6.761 11.226 -15.581 0.132 0.065 -0.068 0.452
H 6.170 12.760 -16.316 0.121 -0.026 -0.060 0.354
H 4.592 11.111 -14.295 -0.044 0.218 0.192 0.285
H 4.528 10.848 -15.999 -0.299 0.229 -0.238 0.346
H 3.985 13.396 -14.704 -0.519 0.259 -0.068 0.281
H 2.134 11.774 -14.391 0.150 0.182 -0.026 0.258
H 2.159 11.572 -16.149 0.407 0.445 0.020 0.545
H 0.375 12.921 -15.604 -0.045 -0.002 -0.011 -0.284
H 1.532 13.829 -16.565 0.218 0.195 0.075 0.629
H -0.451 15.244 -14.759 -0.027 -0.053 -0.410 -0.005
H 0.885 15.813 -15.868 -0.351 0.219 -0.029 0.380
H 0.798 16.271 -14.139 0.325 -0.092 -0.020 0.234
O 1.126 12.743 -10.297 0.394 0.093 -0.408 -0.679
C 0.238 11.776 -10.820 -1.099 0.507 0.363 0.262
C -1.095 12.384 -11.264 0.511 -0.102 -0.493 -0.150
O -0.953 13.069 -12.510 -0.235 0.003 -0.148 0.315
H 1.505 13.226 -11.042 -0.072 0.053 0.086 0.399
H 0.654 11.190 -11.644 0.086 0.093 0.284 -0.331
H -0.002 11.130 -9.974 0.150 -0.213 -0.142 0.085
H -1.444 13.120 -10.533 -0.024 -0.268 0.317 0.417
H -1.811 11.564 -11.375 -0.163 0.022 0.210 0.088
H -1.862 13.463 -12.677 0.291 -0.113 -0.069 -0.187
O -4.599 13.079 -15.687 -0.204 -0.087 -0.387 -0.376
C -3.552 12.976 -16.651 0.235 -0.488 -0.663 -0.330
C -2.488 14.015 -16.334 -0.895 -1.621 -0.112 0.702
O -3.087 15.290 -16.316 0.544 0.085 -0.123 -0.672
H -5.389 12.708 -16.098 -0.036 0.063 0.237 0.229
H -3.183 11.944 -16.733 0.379 0.132 0.665 -0.104
H -3.879 13.120 -17.689 -0.545 0.547 0.265 0.410
H -1.782 13.836 -17.147 0.364 0.921 0.105 0.531
H -2.022 13.737 -15.384 0.157 0.277 0.099 -0.736
H -3.928 15.168 -15.858 -0.023 0.069 -0.036 0.375
O 0.043 6.167 -17.160 -0.127 -0.085 0.448 -0.491
C -0.547 4.966 -16.667 0.295 0.627 0.907 -0.318
C -1.719 5.227 -15.709 -0.110 0.481 -0.781 -0.230
O -1.283 5.848 -14.511 0.082 -0.029 -0.231 -0.590
H 0.443 6.610 -16.393 -0.124 0.185 -0.366 0.255
H -0.790 4.382 -17.552 -0.207 -0.259 0.201 0.367
H 0.180 4.473 -16.008 0.108 -0.459 -0.459 0.242
H -2.232 4.285 -15.497 0.018 0.026 0.166 0.391
H -2.416 5.938 -16.170 -0.170 -0.389 -0.306 0.017
H -1.370 6.801 -14.712 0.242 -0.234 0.417 0.446
O -5.261 8.140 -20.702 0.113 0.095 0.756 -0.498
C -4.113 8.215 -19.867 0.788 -0.273 -0.412 -0.764
C -4.245 9.039 -18.608 0.516 -0.204 0.515 0.041
O -4.675 10.375 -18.798 -0.450 -0.179 0.016 -0.490
H -5.927 7.714 -20.146 -0.195 0.105 -0.367 0.311
H -3.810 7.206 -19.562 0.075 0.016 0.065 0.359
H -3.279 8.593 -20.466 -0.244 0.088 -0.211 0.411
H -3.282 9.096 -18.078 0.152 -0.472 -0.323 -0.039
H -4.871 8.457 -17.921 -0.573 0.756 0.020 0.344
H -4.158 10.718 -19.536 -0.138 0.070 -0.001 0.311
O 1.489 8.220 -15.730 0.485 -0.083 -0.033 -0.477
C 1.442 9.537 -15.164 -0.539 -0.700 0.011 0.232
C 1.241 9.420 -13.662 -0.090 -0.199 0.027 1.963
O 2.340 8.743 -13.066 0.145 0.209 0.119 -0.692
H 2.416 7.984 -15.836 -0.093 -0.104 -0.006 0.315
H 2.320 10.126 -15.431 -0.176 -1.015 0.292 -0.377
H 0.569 10.008 -15.627 0.328 0.317 0.166 -0.067
H 0.313 8.888 -13.444 -0.044 -0.135 -0.208 0.199
H 1.101 10.390 -13.186 0.455 -0.080 -0.220 -1.606
H 2.210 7.798 -13.185 -0.058 0.019 -0.046 0.376
O -1.592 8.442 -15.227 -0.447 0.396 -0.157 -0.195
C -2.685 9.309 -14.942 0.154 0.331 -0.018 0.155
C -2.274 10.376 -13.945 -0.468 0.581 0.103 1.217
O -1.042 10.952 -14.312 0.247 -0.222 -0.575 0.708
H -0.909 9.011 -15.604 0.128 -0.309 0.027 -0.013
H -3.064 9.772 -15.859 0.089 -0.060 -0.076 -0.645
H -3.489 8.718 -14.508 -0.001 -0.159 -0.014 0.289
H -2.243 9.905 -12.953 0.136 0.262 0.056 -0.494
H -3.002 11.201 -13.973 -0.381 -0.434 0.357 -0.452
H -0.949 11.834 -13.903 -0.085 -0.074 0.429 -0.548
```
Positions in Å, forces in eV/Å.

Properties
- Relative energy (zero: lowest compared OMol25 entry of this formula, charge and spin): 0.089 eV
- E_HOMO: -8.9 eV
- Charge: 0
- Structure (SMILES): COC[C@H](C)N.COC[C@H](C)N.COC[C@H](C)N.COCCNCCOC.OCCO.OCCO.OCCO.OCCO.OCCO.OCCO

=====

3.
A cluster of 2 separate species, C5H11NO in total, computed with the ωB97M-V functional and the def2-TZVPD basis.

XYZ file:
```
18
Properties=species:S:1:pos:R:3:forces:R:3:mulliken_charge:R:1
C -1.197 -2.254 0.313 0.836 0.322 -0.742 -0.649
C -0.075 -2.086 -0.402 -0.647 -1.823 -0.397 0.027
N 0.020 -1.300 -1.573 0.650 1.236 1.025 -0.518
C 1.205 -0.960 -1.896 0.123 -0.389 -0.528 -0.174
H -2.025 -1.566 0.187 -0.189 -0.358 -0.141 0.312
H -1.260 -3.108 0.978 0.026 0.484 0.405 0.251
H 0.785 -2.738 -0.215 -0.095 0.081 0.060 0.232
H 1.377 -0.164 -2.621 -0.208 -0.330 -0.212 0.296
H 2.111 -1.425 -1.489 -0.143 0.074 0.307 0.243
C 0.304 2.409 1.407 -0.588 -0.293 -0.097 -1.108
C -0.493 1.370 0.639 -0.538 0.334 -0.433 0.000
O -0.076 1.377 -0.727 0.248 -0.694 0.085 -0.583
H -0.307 2.748 2.253 0.440 -0.062 0.071 0.309
H 0.471 3.260 0.747 0.127 0.014 0.082 0.287
H 1.247 1.970 1.725 0.108 0.306 0.145 0.288
H -0.427 0.381 1.099 0.278 -0.037 -0.096 0.171
H -1.561 1.626 0.659 0.020 0.088 0.063 0.202
H -0.098 0.461 -1.084 -0.449 1.045 0.403 0.415
```
Positions in Å, forces in eV/Å.

Properties
- Relative energy (zero: lowest compared OMol25 entry of this formula, charge and spin): 2.942 eV
- E_HOMO: -9.5 eV
- Charge: 0
- Structure (SMILES): C=CN=C.CCO

=====

The lowest relative energy (zero: lowest compared OMol25 entry of this formula, charge and spin) belongs to which entry? C30H84N4O17

=====

Look up the relative energy (zero: lowest compared OMol25 entry of this formula, charge and spin) of the first one. 2.351 eV